Below is the molecule C7H15NO4 in a non-equilibrium geometry, with properties calculated with the ωB97M-V functional and the def2-TZVPD basis.

ORCA input file:
```
! RIJCOSX wB97M-V def2-TZVPD def2/J DEFGRID3
* xyz 0 1
C 1.517 -0.552 -1.665
C 1.632 0.211 -0.349
N 0.783 1.371 -0.297
C -0.644 1.135 -0.178
C -1.378 1.257 -1.558
O -2.738 0.642 -1.625
C -0.962 -0.159 0.670
O -1.250 -1.258 -0.127
C 0.206 -0.397 1.714
O 0.335 0.735 2.484
C 1.439 -0.786 0.897
O 1.392 -2.153 0.520
H 1.954 0.140 -2.418
H 0.516 -0.883 -1.843
H 2.168 -1.455 -1.571
H 2.681 0.507 -0.336
H 1.010 2.008 -1.109
H -0.988 1.926 0.508
H -1.278 2.350 -1.877
H -0.805 0.668 -2.290
H -3.196 1.045 -0.795
H -1.845 0.089 1.314
H -2.042 -1.041 -0.607
H 0.024 -1.156 2.419
H 0.619 1.414 1.893
H 2.397 -0.831 1.506
H 0.536 -2.366 0.088
*
```

Values from the calculation:
* frontier orbital gap: 9.53 eV
* SMILES: C[C@H]1N[C@@H](CO)[C@@H](O)[C@H](O)[C@H]1O
* energy: -631.38341 a.u.
* energy above the lowest of the compared OMol25 structures with the same formula, charge and spin: 22.18 kcal/mol
* LUMO: 0.016 hartree
* E_HOMO: -0.334 Eh

Below is a cluster of 2 separate species, C7H15NO4S in total in a non-equilibrium geometry, with properties calculated with the ωB97M-V functional and the def2-TZVPD basis.

ORCA input file:
```
! RIJCOSX wB97M-V def2-TZVPD def2/J DEFGRID3
* xyz 0 1
C -2.351 0.489 0.838
C -0.947 0.106 1.200
C -0.014 -0.487 0.454
N 0.037 -0.889 -0.846
C 0.600 -2.171 -1.196
C -0.895 -0.376 -1.825
S 1.471 -0.896 1.398
O 2.646 -0.999 0.593
O 1.545 -0.125 2.607
O 1.079 -2.410 1.880
H -2.905 0.724 1.744
H -2.861 -0.322 0.324
H -2.377 1.367 0.194
H -0.619 0.371 2.194
H 1.236 -2.061 -2.077
H 1.200 -2.561 -0.382
H -0.197 -2.890 -1.425
H -1.836 -0.937 -1.840
H -1.099 0.671 -1.632
H -0.432 -0.463 -2.809
H 1.014 -2.442 2.836
C 1.410 1.867 0.129
C 0.757 2.391 -0.894
O -0.365 3.157 -0.802
H 2.291 1.275 -0.018
H 1.127 2.061 1.149
H 1.035 2.236 -1.926
H -0.552 3.318 0.132
*
```

Values from the calculation:
* frontier orbital gap: 8.73 eV
* SMILES: C/C=C(\N(C)C)S(=O)(=O)O.C=CO
* energy: -1029.53617 a.u.
* energy above the lowest of the compared OMol25 structures with the same formula, charge and spin: 44.36 kcal/mol
* LUMO: 0.020 hartree
* E_HOMO: -0.301 Eh

Copy entry 1 word for word.
Below is the molecule C7H15NO4 in a non-equilibrium geometry, with properties calculated with the ωB97M-V functional and the def2-TZVPD basis.

ORCA input file:
```
! RIJCOSX wB97M-V def2-TZVPD def2/J DEFGRID3
* xyz 0 1
C 1.517 -0.552 -1.665
C 1.632 0.211 -0.349
N 0.783 1.371 -0.297
C -0.644 1.135 -0.178
C -1.378 1.257 -1.558
O -2.738 0.642 -1.625
C -0.962 -0.159 0.670
O -1.250 -1.258 -0.127
C 0.206 -0.397 1.714
O 0.335 0.735 2.484
C 1.439 -0.786 0.897
O 1.392 -2.153 0.520
H 1.954 0.140 -2.418
H 0.516 -0.883 -1.843
H 2.168 -1.455 -1.571
H 2.681 0.507 -0.336
H 1.010 2.008 -1.109
H -0.988 1.926 0.508
H -1.278 2.350 -1.877
H -0.805 0.668 -2.290
H -3.196 1.045 -0.795
H -1.845 0.089 1.314
H -2.042 -1.041 -0.607
H 0.024 -1.156 2.419
H 0.619 1.414 1.893
H 2.397 -0.831 1.506
H 0.536 -2.366 0.088
*
```

Values from the calculation:
* frontier orbital gap: 9.53 eV
* SMILES: C[C@H]1N[C@@H](CO)[C@@H](O)[C@H](O)[C@H]1O
* energy: -631.38341 a.u.
* energy above the lowest of the compared OMol25 structures with the same formula, charge and spin: 22.18 kcal/mol
* LUMO: 0.016 hartree
* E_HOMO: -0.334 Eh